Density functional theory data (ωB97M-V with the def2-TZVPD basis set) for C5H14NO2 as an isolated structure.

Calculated values
- highest occupied orbital energy (eV) = -3.793
- energy (eV) = -10996.8712
- frontier orbital gap (Eh) = 0.2768
- 2S+1 = 1
- ΔE to the lowest compared entry with this formula, charge and spin (eV) = 0.734
- charge = -1
- largest force on an atom (eV/A) = 1.84

Atoms and positions in Å:
C -0.45 -1.74 -1.02
N 0.77 -0.97 -0.81
C 0.50 0.48 -0.81
C 1.47 1.24 0.08
C 0.65 2.11 1.12
O -0.27 1.32 1.80
C -0.16 -3.25 -0.97
H -1.27 -1.48 -0.34
H -0.87 -1.50 -1.99
H 1.13 -1.25 0.08
H 0.42 0.85 -1.83
H -0.47 0.64 -0.30
H 2.01 0.60 0.77
H 2.13 1.94 -0.39
H 1.35 2.53 1.85
H 0.13 2.84 0.50
H -0.56 -3.79 -1.83
H 0.88 -3.52 -0.80
H -0.69 -3.75 -0.14
H -2.71 2.91 1.92
H -1.43 1.69 1.64
O -2.56 2.08 1.46

Density functional theory data (ωB97M-V with the def2-TZVPD basis set) for a 2-piece molecular cluster, C4H7NO2 overall.

Calculated values
- highest occupied orbital energy (eV) = -9.548
- energy (eV) = -9841.7532
- frontier orbital gap (Eh) = 0.3238
- 2S+1 = 1
- ΔE to the lowest compared entry with this formula, charge and spin (eV) = 5.526
- largest force on an atom (eV/A) = 0.62

Atoms and positions in Å:
N 1.71 0.73 1.72
C 1.14 1.50 0.76
O 0.73 2.63 0.89
C 0.14 -1.47 -0.11
C -1.23 -1.32 -0.41
C -1.32 -0.16 -1.38
O -1.74 -1.42 -1.76
H 1.67 1.08 2.67
H 1.67 -0.27 1.58
H 0.65 -1.72 -1.06
H 1.11 0.96 -0.21
H -2.01 -1.34 0.35
H -0.44 0.23 -1.89
H -2.08 0.58 -1.13

Density functional theory data (ωB97M-V with the def2-TZVPD basis set) for C2Br2F5N as an isolated structure.

Calculated values
- highest occupied orbital energy (alpha / beta) (eV) = -9.616 / -9.436
- energy (eV) = -157231.9067
- frontier orbital gap (alpha / beta) (Eh) = 0.3123 / 0.2886
- 2S+1 = 1
- ΔE to the lowest compared entry with this formula, charge and spin (eV) = 2.431
- largest force on an atom (eV/A) = 2.97

Atoms and positions in Å:
C 0.25 -0.74 -0.03
C 1.26 0.36 0.00
N -1.78 0.22 0.58
F 0.39 -1.75 0.81
F 0.08 -1.19 -1.31
F 2.60 0.09 0.08
F 1.01 1.17 1.05
F 1.03 1.11 -1.05
Br -1.95 1.82 -0.18
Br -2.89 -1.08 0.05

Density functional theory data (ωB97M-V with the def2-TZVPD basis set) for a 2-piece molecular cluster, C4H9N2 overall.

Calculated values
- highest occupied orbital energy (eV) = -15.592
- energy (eV) = -7261.3432
- frontier orbital gap (Eh) = 0.3728
- 2S+1 = 1
- ΔE to the lowest compared entry with this formula, charge and spin (eV) = 6.798
- charge = +1
- largest force on an atom (eV/A) = 4.36

Atoms and positions in Å:
C -0.27 0.17 -0.86
C 1.07 1.00 -2.50
C -0.68 0.71 1.62
C 0.08 -1.57 0.99
N -1.32 -0.35 -0.49
N -0.29 -0.22 0.55
H 0.70 0.37 -3.36
H 2.02 1.11 -2.08
H 0.62 1.94 -2.70
H -1.36 0.19 2.35
H 0.29 0.94 2.20
H -1.21 1.52 1.18
H 0.59 -1.55 1.93
H -0.96 -2.13 0.98
H 0.71 -2.13 0.19

Density functional theory data (ωB97M-V with the def2-TZVPD basis set) for a 2-piece molecular cluster, C9H14 overall.

Calculated values
- highest occupied orbital energy (eV) = -8.616
- energy (eV) = -9558.2317
- frontier orbital gap (Eh) = 0.3538
- SMILES = Cc1ccccc1.CC
- 2S+1 = 1
- ΔE to the lowest compared entry with this formula, charge and spin (eV) = 1.950
- largest force on an atom (eV/A) = 3.55

Atoms and positions in Å:
C -0.11 0.80 -1.51
C 0.64 0.94 -0.22
C -0.22 0.90 0.94
C 0.28 1.38 2.16
C 1.65 1.84 2.09
C 2.52 1.53 1.03
C 2.02 1.09 -0.15
H -1.25 0.56 -1.57
H 0.26 0.06 -2.29
H 0.07 1.99 -1.92
H -1.30 0.46 0.82
H -0.30 1.64 3.05
H 2.01 2.46 2.92
H 3.61 1.84 1.10
H 2.54 1.14 -1.15
C -2.23 -2.20 -0.94
C -0.84 -2.48 -0.35
H -2.41 -2.64 -1.96
H -3.08 -2.70 -0.40
H -2.46 -1.08 -1.07
H -0.68 -2.16 0.66
H -0.57 -3.52 -0.36
H -0.15 -1.87 -0.88

Density functional theory data (ωB97M-V with the def2-TZVPD basis set) for a 7-piece molecular cluster, C21H59N4O7 overall.

Calculated values
- highest occupied orbital energy (alpha / beta) (eV) = -5.490 / -8.316
- energy (eV) = -43016.6498
- frontier orbital gap (alpha / beta) (Eh) = 0.2115 / 0.2829
- 2S+1 = 2
- largest force on an atom (eV/A) = 4.05

Atoms and positions in Å:
O 3.00 0.56 0.31
H 3.56 1.18 0.78
H 3.06 0.64 -0.64
H 2.09 0.72 0.58
O 1.54 2.93 -0.94
H 2.07 3.52 -0.40
H 2.16 2.34 -1.38
H 1.01 2.36 -0.38
O 0.55 1.22 0.53
H 0.34 0.29 0.72
C -1.12 2.56 3.52
C -0.12 3.49 2.78
C -0.15 4.91 3.38
O -1.44 5.46 3.22
C -1.74 6.22 2.06
N 1.17 2.87 2.82
H -0.99 1.57 3.08
H -2.13 2.93 3.32
H -1.03 2.67 4.60
H -0.38 3.51 1.72
H 0.57 5.47 2.79
H 0.10 5.10 4.42
H -1.05 7.06 2.09
H -2.70 6.72 2.17
H -1.62 5.73 1.09
H 1.04 2.07 2.22
H 1.76 3.47 2.26
C -1.87 1.26 -2.71
C -2.63 2.21 -1.73
C -4.09 2.20 -1.98
O -4.64 0.93 -1.90
C -5.95 0.97 -2.37
N -2.28 1.95 -0.36
H -2.29 1.36 -3.71
H -2.19 0.25 -2.43
H -0.79 1.28 -2.58
H -2.34 3.24 -1.93
H -4.17 2.73 -2.93
H -4.53 2.87 -1.24
H -6.45 1.93 -2.28
H -6.52 0.29 -1.73
H -5.83 0.53 -3.36
H -1.27 1.87 -0.34
H -2.59 1.01 -0.16
C 0.08 -2.11 2.33
C -1.10 -1.35 2.86
C -2.00 -1.01 1.73
O -2.65 -2.12 1.22
C -3.06 -2.04 -0.18
N -1.72 -2.27 3.81
H 0.87 -2.18 3.08
H 0.57 -1.48 1.59
H -0.09 -3.08 1.86
H -0.62 -0.47 3.29
H -1.38 -0.54 0.96
H -2.74 -0.29 2.09
H -3.44 -1.03 -0.32
H -3.95 -2.67 -0.26
H -2.21 -2.36 -0.78
H -1.87 -3.21 3.48
H -2.66 -1.91 3.92
C 4.77 -2.17 0.18
C 3.80 -2.89 -0.80
C 2.84 -3.62 0.16
C 1.43 -4.10 -0.36
C 0.82 -3.01 -1.13
C 1.63 -2.37 -2.27
N 2.96 -2.05 -1.68
O 3.77 -1.38 -2.58
C 1.73 -3.25 -3.47
C 0.90 -1.08 -2.71
C 4.67 -3.93 -1.66
H 5.46 -1.53 -0.35
H 5.50 -2.77 0.72
H 4.15 -1.65 0.92
H 3.27 -4.61 0.31
H 2.88 -3.28 1.20
H 0.76 -4.39 0.45
H 1.53 -4.98 -1.00
H 0.55 -2.29 -0.35
H -0.17 -3.33 -1.45
H 2.51 -4.01 -3.40
H 0.76 -3.70 -3.67
H 2.10 -2.66 -4.31
H 1.26 -0.52 -3.57
H -0.13 -1.33 -2.97
H 0.83 -0.34 -1.91
H 5.21 -4.61 -1.01
H 5.45 -3.45 -2.26
H 4.04 -4.54 -2.31
H 3.56 -0.47 -2.35

Density functional theory data (ωB97M-V with the def2-TZVPD basis set) for C35H44ClN2O5PPdSi4 as an isolated structure.

Calculated values
- highest occupied orbital energy (alpha / beta) (eV) = -7.670 / -7.670
- energy (eV) = -107033.1850
- frontier orbital gap (alpha / beta) (Eh) = 0.2345 / 0.2344
- 2S+1 = 1
- ΔE to the lowest compared entry with this formula, charge and spin (eV) = 0.000
- largest force on an atom (eV/A) = 0.72

Atoms and positions in Å:
Pd -0.09 0.13 0.16
O 7.26 -2.14 -0.55
C 7.24 -0.91 -0.60
O 8.13 -0.06 -0.77
C 5.82 -0.29 -0.50
C 5.65 1.09 -0.55
C 4.39 1.62 -0.43
N 3.30 0.82 -0.29
C 3.45 -0.51 -0.27
C 4.69 -1.10 -0.36
C 2.15 -1.27 -0.13
O 2.00 -2.03 0.81
O 1.28 -0.96 -1.06
H 6.53 1.71 -0.67
H 4.19 2.68 -0.46
H 4.82 -2.17 -0.32
Cl -0.07 -0.53 2.87
C -1.55 -1.45 3.10
C -2.02 -1.53 4.40
C -3.19 -2.23 4.65
C -3.87 -2.84 3.60
C -3.37 -2.75 2.31
C -2.19 -2.06 2.03
P -1.54 -1.90 0.32
C -0.62 -3.45 0.10
C -0.12 -3.71 -1.17
C 0.64 -4.85 -1.40
C 0.90 -5.72 -0.36
C 0.41 -5.46 0.91
C -0.35 -4.32 1.14
C -2.99 -2.13 -0.76
C -3.54 -3.38 -1.03
C -4.64 -3.49 -1.86
C -5.21 -2.35 -2.42
C -4.66 -1.11 -2.17
C -3.55 -1.00 -1.34
H -1.48 -1.05 5.20
H -3.57 -2.30 5.66
H -4.78 -3.38 3.79
H -3.91 -3.22 1.50
H -0.30 -3.01 -1.98
H 1.03 -5.04 -2.39
H 1.51 -6.61 -0.53
H 0.63 -6.14 1.73
H -0.72 -4.12 2.14
H -3.09 -4.27 -0.61
H -5.06 -4.47 -2.08
H -6.07 -2.44 -3.07
H -5.08 -0.22 -2.62
H -3.10 -0.03 -1.17
C 3.33 1.24 2.87
Si 2.27 2.59 2.13
C 3.23 4.19 1.93
C 0.80 2.91 3.27
Si 1.63 1.68 0.01
Si -2.12 3.76 0.61
C -3.40 4.04 -0.71
C -2.72 4.30 2.29
C -0.51 4.55 0.18
Si 1.37 2.49 -2.21
C -0.42 2.24 -2.74
C 1.89 4.29 -2.42
C 2.45 1.44 -3.31
H 3.57 1.51 3.90
H 4.26 1.09 2.33
H 2.81 0.28 2.89
H 3.42 4.60 2.93
H 2.67 4.94 1.37
H 4.19 4.05 1.45
H 1.07 2.59 4.28
H -0.10 2.36 2.98
H 0.56 3.97 3.32
H -3.23 3.39 -1.57
H -3.36 5.07 -1.06
H -4.40 3.85 -0.33
H -1.97 4.12 3.06
H -3.64 3.79 2.57
H -2.93 5.38 2.28
H -0.08 4.15 -0.75
H 0.23 4.44 0.97
H -0.67 5.62 0.03
H -1.09 3.01 -2.33
H -0.80 1.26 -2.44
H -0.49 2.30 -3.83
H 1.07 5.00 -2.27
H 2.27 4.44 -3.44
H 2.69 4.56 -1.74
H 2.19 0.38 -3.23
H 3.52 1.54 -3.08
H 2.30 1.76 -4.34
O -3.65 0.62 1.54
C -2.79 1.27 1.13
N -1.89 1.98 0.71

Density functional theory data (ωB97M-V with the def2-TZVPD basis set) for an isolated molecule of C20H27NO5.

Calculated values
- highest occupied orbital energy (eV) = -8.679
- energy (eV) = -32907.6468
- frontier orbital gap (Eh) = 0.3432
- SMILES = COC(=O)[C@H]1C(=O)c2c([nH]c(C(=O)OC3CCCCCC3)c2C)C[C@@H]1C
- 2S+1 = 1
- ΔE to the lowest compared entry with this formula, charge and spin (eV) = 0.000
- largest force on an atom (eV/A) = 1.02

Atoms and positions in Å:
C -6.70 -2.51 0.11
O -5.79 -1.55 0.62
C -5.26 -0.70 -0.26
O -5.56 -0.66 -1.43
C -4.21 0.18 0.39
C -2.87 -0.56 0.22
O -2.82 -1.78 0.24
C -1.72 0.31 0.09
C -1.83 1.70 0.16
N -0.61 2.22 0.02
C 0.32 1.20 -0.15
C 1.71 1.58 -0.32
O 2.07 2.74 -0.32
O 2.52 0.54 -0.48
C 3.92 0.82 -0.65
C 4.51 -0.27 -1.55
C 4.24 -1.69 -1.04
C 5.30 -2.24 -0.09
C 5.80 -1.26 0.97
C 4.73 -0.32 1.53
C 4.59 0.97 0.72
C -0.35 -0.01 -0.11
C 0.23 -1.37 -0.24
C -3.10 2.44 0.35
C -4.25 1.59 -0.21
C -5.59 2.26 0.08
H -7.49 -2.02 -0.47
H -7.11 -3.03 0.97
H -6.17 -3.21 -0.55
H -4.41 0.21 1.47
H -0.34 3.19 0.02
H 4.00 1.79 -1.16
H 4.05 -0.16 -2.53
H 5.58 -0.10 -1.66
H 3.27 -1.69 -0.54
H 4.16 -2.36 -1.89
H 4.89 -3.12 0.40
H 6.16 -2.58 -0.67
H 6.61 -0.64 0.56
H 6.24 -1.84 1.79
H 5.00 -0.04 2.55
H 3.77 -0.83 1.58
H 4.00 1.69 1.29
H 5.58 1.40 0.57
H 0.82 -1.43 -1.15
H 0.88 -1.58 0.60
H -0.57 -2.10 -0.27
H -3.26 2.62 1.42
H -3.06 3.41 -0.14
H -4.12 1.50 -1.29
H -5.77 2.32 1.15
H -5.60 3.27 -0.33
H -6.40 1.70 -0.38

Density functional theory data (ωB97M-V with the def2-TZVPD basis set) for a 2-piece molecular cluster, C3H11NOS overall.

Calculated values
- highest occupied orbital energy (eV) = -8.831
- energy (eV) = -17660.3585
- frontier orbital gap (Eh) = 0.3523
- SMILES = NCCCS.O
- 2S+1 = 1
- ΔE to the lowest compared entry with this formula, charge and spin (eV) = 2.063
- largest force on an atom (eV/A) = 3.49

Atoms and positions in Å:
N -1.69 0.73 -2.26
C -1.30 0.52 -0.82
C -0.78 1.87 -0.03
C -0.43 1.44 1.46
S 1.43 0.91 1.73
H -1.02 1.05 -2.90
H -2.67 1.05 -2.57
H -2.10 0.10 -0.26
H -0.45 -0.23 -0.81
H 0.14 2.05 -0.63
H -1.41 2.71 -0.18
H -1.06 0.49 1.64
H -0.77 2.17 2.23
H 1.97 0.08 0.89
O 3.58 -4.67 1.04
H 3.84 -5.54 0.93
H 2.73 -4.75 0.52

Density functional theory data (ωB97M-V with the def2-TZVPD basis set) for C8H16Cl2ORe as an isolated structure.

Calculated values
- highest occupied orbital energy (alpha / beta) (eV) = -6.485 / -7.907
- energy (eV) = -37773.2252
- frontier orbital gap (alpha / beta) (Eh) = 0.2449 / 0.2785
- 2S+1 = 4
- largest force on an atom (eV/A) = 3.70

Atoms and positions in Å:
Re 0.49 -0.25 -0.11
Cl -0.10 -2.45 -0.53
Cl 1.07 1.90 0.72
C 2.14 -0.30 -1.03
H 2.89 0.47 -1.04
H 2.46 -1.19 -1.57
C -0.79 0.54 -1.39
C 0.57 0.35 -2.02
H -1.17 1.09 -0.44
C 0.66 -0.61 -3.24
H 0.88 1.35 -2.34
C -0.44 -0.27 -4.24
H 1.64 -0.51 -3.71
H 0.58 -1.64 -2.88
C -1.79 -0.15 -3.56
H -0.25 0.69 -4.73
H -0.49 -1.01 -5.03
C -1.69 0.95 -2.49
H -2.58 0.11 -4.28
H -2.03 -1.11 -3.07
H -1.26 1.88 -2.93
H -2.69 1.21 -2.17
C 0.88 -0.71 2.56
O -0.34 -0.42 1.78
H 1.69 -1.00 1.84
H 0.54 -1.55 3.18
H 1.17 0.17 3.18
H -0.83 0.34 2.17

Density functional theory data (ωB97M-V with the def2-TZVPD basis set) for C6H18BrHfO8P2 as an isolated structure.

Calculated values
- highest occupied orbital energy (alpha / beta) (eV) = -21.353 / -20.715
- energy (eV) = -112769.8725
- frontier orbital gap (alpha / beta) (Eh) = 0.0905 / 0.0615
- 2S+1 = 2
- charge = +4
- largest force on an atom (eV/A) = 8.02

Atoms and positions in Å:
Hf -8.24 14.45 13.33
Br -7.20 15.79 10.96
C -7.94 19.97 16.17
O -8.09 18.59 15.75
P -7.36 18.02 14.47
O -7.74 16.59 14.10
O -5.81 18.24 14.84
C -5.34 17.62 16.03
O -7.68 19.03 13.25
C -6.78 19.08 12.14
H -7.45 20.10 17.14
H -8.91 20.46 16.25
H -7.29 20.52 15.49
H -5.65 16.57 16.09
H -5.81 18.07 16.90
H -4.25 17.59 16.02
H -7.14 18.78 11.15
H -5.92 18.45 12.34
H -6.39 20.10 12.04
C -8.56 13.24 4.49
O -7.22 13.59 4.29
P -6.18 13.77 5.52
O -6.22 12.67 6.60
O -4.78 13.90 4.71
C -3.57 13.53 5.38
O -6.41 15.30 6.08
C -6.02 15.71 7.39
H -8.66 12.63 5.39
H -8.86 12.66 3.63
H -9.20 14.12 4.56
H -2.76 14.26 5.38
H -3.12 12.66 4.90
H -3.80 13.18 6.38
H -5.46 16.64 7.41
H -5.36 14.97 7.84
H -6.86 15.83 8.07

Density functional theory data (ωB97M-V with the def2-TZVPD basis set) for an isolated molecule of C6H11N.

Calculated values
- highest occupied orbital energy (eV) = -9.259
- energy (eV) = -7886.2327
- frontier orbital gap (Eh) = 0.3772
- SMILES = C[C@]12C[C@H](CN1)C2
- 2S+1 = 1
- ΔE to the lowest compared entry with this formula, charge and spin (eV) = 4.299
- largest force on an atom (eV/A) = 6.08

Atoms and positions in Å:
C -2.08 0.29 -0.14
C -0.66 0.22 -0.02
C 0.21 -0.67 -1.01
C 1.18 -0.73 0.11
C 1.61 0.85 -0.17
N 0.18 1.50 -0.03
C 0.07 -0.70 1.07
H -2.59 0.81 0.66
H -2.62 -0.65 0.00
H -2.38 0.60 -1.03
H -0.41 -1.59 -1.54
H 0.58 -0.20 -1.85
H 2.08 -1.49 -0.12
H 2.39 1.02 0.75
H 2.21 0.87 -1.04
H 0.32 1.86 1.13
H 0.18 -0.31 2.07
H -0.28 -1.68 1.18